No. 1
{
  "formula": "BrFH2Si",
  "method": "ωB97M-V/def2-TZVPD",
  "total_energy_ev": -80668.35781,
  "de_lowest_kcal_mol": 98.8,
  "molar_mass_g_mol": 129.00,
  "symbols": ["F", "Si", "Br", "H", "H"],
  "coordinates": [[-1.95074, 1.07452, 0.31018], [0.35577, -0.07949, 0.11606], [-0.33592, -1.36056, -1.44359], [0.48503, -0.24009, 1.47610], [1.44586, 0.60561, -0.45875]]
}

No. 2
{
  "formula": "C19H27N6O2Ti",
  "method": "ωB97M-V/def2-TZVPD",
  "total_energy_ev": -56282.39519,
  "charge": 2,
  "multiplicity": 2,
  "molar_mass_g_mol": 419.33,
  "symbols": ["Ti", "C", "C", "N", "C", "C", "N", "C", "C", "N", "C", "C", "N", "C", "C", "C", "C", "C", "C", "C", "N", "H", "H", "H", "H", "H", "H", "H", "H", "H", "H", "H", "H", "H", "H", "H", "H", "H", "H", "H", "H", "H", "H", "H", "O", "C", "C", "C", "C", "O", "N", "H", "H", "H", "H"],
  "coordinates": [[0.00180, -0.32480, -0.27620], [3.92060, -1.18880, 1.23380], [2.50210, -0.80760, 1.04380], [2.01350, -0.22830, -0.01960], [2.82450, -0.04050, -1.20470], [1.99910, -0.42970, -2.44820], [0.56350, -0.10860, -2.32190], [0.19470, 1.19410, -2.89820], [0.55850, 2.28990, -1.89730], [-0.02380, 1.92600, -0.59450], [-1.40310, 2.44410, -0.43140], [-2.36390, 1.27280, -0.16230], [-1.60460, 0.38380, 0.66440], [-1.95650, -0.11320, 1.80960], [-3.27480, 0.06700, 2.47570], [-0.82930, -0.80700, 2.41550], [-0.73640, -1.41160, 3.66460], [0.49880, -1.89310, 4.08610], [1.62520, -1.71610, 3.28770], [1.48550, -1.10510, 2.04420], [0.26440, -0.71220, 1.61080], [4.58990, -0.36960, 0.97250], [4.13750, -2.04380, 0.58420], [4.11700, -1.48240, 2.25870], [3.70750, -0.68890, -1.18950], [3.18030, 0.99720, -1.25390], [2.08710, -1.51170, -2.56090], [2.42820, 0.04690, -3.33620], [0.05700, -0.82350, -2.85280], [-0.88720, 1.19920, -3.08840], [0.70760, 1.37800, -3.85450], [0.18520, 3.26100, -2.25110], [1.64490, 2.37050, -1.80810], [0.55610, 2.33720, 0.14100], [-1.71330, 2.99380, -1.32270], [-1.44030, 3.13060, 0.41890], [-2.61640, 0.74010, -1.09330], [-3.29100, 1.62930, 0.30300], [-4.06760, -0.40420, 1.89270], [-3.51960, 1.12660, 2.55490], [-3.27660, -0.35740, 3.47460], [-1.59960, -1.52260, 4.30070], [0.58810, -2.36180, 5.05510], [2.57990, -2.06660, 3.64440], [2.46880, -3.47480, -0.34180], [1.26790, -3.47820, -0.40660], [0.30750, -4.65210, -0.25370], [-1.08810, -4.01900, -0.28010], [-0.77730, -2.58670, -0.60830], [-1.53580, -1.60490, -0.81100], [0.52160, -2.32950, -0.64140], [0.52310, -5.18090, 0.67520], [0.47410, -5.36460, -1.06410], [-1.57090, -4.06670, 0.69900], [-1.76740, -4.46460, -1.00640]]
}

No. 3
{
  "formula": "C6H11N2O",
  "method": "ωB97M-V/def2-TZVPD",
  "total_energy_ev": -11413.43735,
  "charge": 1,
  "de_lowest_kcal_mol": 201.3,
  "molar_mass_g_mol": 127.17,
  "symbols": ["C", "C", "C", "C", "C", "C", "N", "N", "O", "H", "H", "H", "H", "H", "H", "H", "H", "H", "H", "H"],
  "coordinates": [[2.06868, -0.27733, 0.66726], [1.02019, 0.46651, 0.97766], [0.59949, -1.91864, -0.27075], [2.00150, -1.53496, -0.11054], [-0.95191, 1.61761, -1.49812], [-2.45898, 0.56385, 0.70420], [-0.41923, -1.18431, -0.01231], [-0.23106, 0.03510, 0.54306], [-1.25890, 0.51628, 1.39462], [3.09477, -0.02491, 0.91142], [1.10390, 1.27715, 1.72938], [0.41865, -2.80462, -0.72004], [2.45864, -1.23936, -1.20802], [2.59466, -2.43894, 0.20594], [0.16518, 1.43281, -1.42845], [-1.31808, 1.08312, -2.39936], [-1.18467, 2.54790, -1.24977], [-2.97578, 1.13799, 1.45261], [-2.72248, -0.41175, 0.54505], [-2.00456, 1.15649, -0.23385]]
}

No. 4
{
  "formula": "C3H5FS",
  "method": "ωB97M-V/def2-TZVPD",
  "total_energy_ev": -16740.16935,
  "smiles": "F/C=C/CS",
  "de_lowest_kcal_mol": 92.3,
  "molar_mass_g_mol": 92.14,
  "symbols": ["F", "C", "C", "C", "S", "H", "H", "H", "H", "H"],
  "coordinates": [[2.23875, -0.95360, -1.57293], [1.63284, -0.35547, -0.51863], [0.15014, -0.50389, -0.65523], [-0.72896, 0.06504, 0.63984], [-0.60698, 1.87199, 0.98947], [2.22461, -0.43642, 0.32867], [-0.57302, -0.59400, -1.55606], [-1.87372, -0.16436, 0.63772], [-0.38156, -0.97259, 1.30787], [-2.08211, 2.04331, 0.39927]]
}

No. 5
{
  "formula": "C9H18N3O",
  "method": "ωB97M-V/def2-TZVPD",
  "total_energy_ev": -16130.50322,
  "charge": 1,
  "de_lowest_kcal_mol": 117.2,
  "molar_mass_g_mol": 184.26,
  "symbols": ["C", "C", "C", "C", "C", "C", "C", "C", "C", "N", "N", "N", "O", "H", "H", "H", "H", "H", "H", "H", "H", "H", "H", "H", "H", "H", "H", "H", "H", "H", "H"],
  "coordinates": [[1.85923, 0.15839, -0.34434], [-1.68595, -0.15617, -0.46416], [0.33510, 2.05100, 0.47608], [1.68924, 1.53255, 0.07953], [2.65571, 2.52053, -0.78125], [2.58656, -3.03580, -0.16260], [-4.10282, 0.33650, 0.00204], [-2.38834, -0.88728, 1.52249], [1.35218, -2.31011, -0.47450], [1.60884, -0.96183, -0.51151], [-2.75060, -0.24046, 0.26818], [1.35078, 1.66984, 1.46440], [-1.95927, 0.23650, -1.78867], [0.14880, 3.14034, 0.20620], [-0.57586, 1.46291, 0.47838], [2.38243, 2.49829, -1.87320], [3.66643, 2.10472, -0.60232], [2.57054, 3.58558, -0.34364], [3.39175, -2.76664, -0.80816], [2.97936, -2.96057, 0.79116], [2.39948, -4.06576, -0.39269], [-4.49941, 0.73053, 0.95504], [-3.82290, 1.21177, -0.82734], [-4.78073, -0.34852, -0.52631], [-2.26798, -0.06279, 2.39407], [-3.07889, -1.58867, 1.79828], [-1.39516, -1.39194, 1.54707], [0.39605, -2.35509, 0.00589], [1.38307, -2.63856, -1.50193], [1.81741, 2.46281, 1.83202], [-1.26501, 0.06792, -2.41822]]
}

No. 6
{
  "formula": "C4H8N2O",
  "method": "ωB97M-V/def2-TZVPD",
  "total_energy_ev": -9299.67240,
  "de_lowest_kcal_mol": 155.0,
  "molar_mass_g_mol": 100.12,
  "symbols": ["C", "C", "N", "N", "C", "C", "O", "H", "H", "H", "H", "H", "H", "H", "H"],
  "coordinates": [[-0.06750, -0.44318, -0.94624], [-0.07925, 0.07585, 0.75976], [-1.35120, 1.50110, -1.06256], [-1.08481, -0.61009, 1.42180], [0.90390, -1.08834, -1.56024], [1.14582, 0.28213, 1.28238], [-1.10279, 0.17967, -1.50943], [-0.52899, 2.01882, -1.39744], [-0.79959, 1.22933, 0.16708], [-2.02355, -0.43515, 1.09968], [-0.98575, -0.74999, 2.41398], [1.73209, -1.49546, -1.00704], [0.91455, -1.15788, -2.63857], [1.94248, 0.67824, 0.67542], [1.38459, 0.01494, 2.30142]]
}